151
Properties=species:S:1:pos:R:3 method="wB97M-V/def2-TZVPD" fmax_ev_per_a=4.64 total_charge=-1 e_homo_ev=-4.078
C 5.3697 -1.3893 0.0154
C 4.1951 -2.4988 -0.1122
C 3.2170 -2.0496 -1.3130
C 2.2128 -3.2687 -1.5676
N 1.0434 -2.7684 -2.3393
C -0.0155 -3.8503 -2.4565
C -0.9741 -3.6840 -1.1946
C -1.7655 -2.2699 -1.1866
C -2.6414 -2.2567 0.1472
C -3.3021 -0.8506 0.5174
O -4.6031 -1.2707 1.0571
B -5.6460 -1.2431 -0.0123
C -6.1427 -2.6930 -0.6472
C -5.7872 -2.9019 -2.1740
C -6.5401 -2.2325 -3.4033
N -4.7962 -3.7385 -2.4639
O -4.9720 -0.6020 -1.1788
C -3.8543 0.1203 -0.6435
C -4.3477 1.4218 0.1640
C -3.4319 2.7101 -0.0271
N -2.0008 2.5300 0.3907
C -1.0851 3.0614 -0.6539
C 0.3563 2.3075 -0.6781
C -1.7306 3.0728 1.7035
C -0.5020 4.0090 2.0822
O -2.5008 2.7633 2.6542
N -2.9455 0.5868 -1.7309
C -3.5758 0.6600 -2.8950
C -3.3293 -0.3604 -4.0976
C -4.6302 1.8468 -3.2116
C 1.3803 -2.4247 -3.7240
S 2.5087 -3.2501 -4.6540
S 0.4206 -0.9774 -4.4298
C 1.7419 0.3488 -4.6509
C 1.1542 1.3810 -5.7244
C 0.8328 2.8169 -5.0726
H 4.9069 -0.4034 0.3654
H 5.7891 -1.2340 -1.0304
H 6.1409 -1.7391 0.7684
H 3.6356 -2.6558 0.8683
H 4.7159 -3.4893 -0.3733
H 2.6412 -1.1339 -0.9541
H 3.7970 -1.8747 -2.2755
H 1.8204 -3.5748 -0.5307
H 2.7010 -4.2004 -2.0013
H 0.5489 -4.8436 -2.4016
H -0.5595 -3.8022 -3.4557
H -1.7567 -4.5223 -1.1650
H -0.3378 -3.7491 -0.2542
H -1.0552 -1.3924 -1.3009
H -2.5110 -2.3603 -2.0569
H -1.9211 -2.5126 1.0108
H -3.3673 -3.1258 0.0880
H -2.6982 -0.3098 1.3186
H -6.5299 -0.5838 0.4641
H -7.2615 -2.8433 -0.4921
H -5.5864 -3.5071 -0.0675
H -7.4597 -2.8635 -3.6457
H -5.8837 -2.2064 -4.3466
H -6.8079 -1.1341 -3.1985
H -4.6794 -3.7723 -3.4987
H -5.3825 1.6949 -0.2627
H -4.5001 1.2717 1.2771
H -3.5408 3.1553 -1.0789
H -3.8663 3.5187 0.6702
H -1.4936 2.9291 -1.7170
H -0.9184 4.1980 -0.5523
H 1.1754 3.1058 -0.5617
H 0.5092 1.8539 -1.7077
H 0.4358 1.5161 0.1312
H -0.2698 3.8859 3.1975
H 0.4569 3.7837 1.5197
H -0.7412 5.1171 1.9061
H -4.2817 -0.3231 -4.7415
H -3.2145 -1.4374 -3.7681
H -2.4463 -0.0449 -4.7626
H -4.0626 2.8431 -3.1638
H -5.5155 1.8466 -2.5032
H -4.9641 1.7527 -4.3085
H 2.6620 -0.2266 -5.0180
H 1.9263 0.8998 -3.6717
H 0.2114 1.0074 -6.2431
H 1.9817 1.5524 -6.4993
H -0.2770 2.8043 -4.7756
H 0.9516 3.5878 -5.9126
H 1.4724 3.0522 -4.1654
C 10.0144 -0.0387 1.6735
C 10.0464 -0.7036 0.3150
C 10.1888 0.2554 -0.8310
O 9.5729 -0.4579 -1.8987
C 8.6521 -1.2876 -1.3319
O 7.8245 -1.8958 -1.9401
O 8.7984 -1.3284 0.0226
H 10.9851 0.3968 1.9204
H 9.2580 0.7498 1.7081
H 9.7465 -0.7632 2.4462
H 10.8228 -1.4766 0.2932
H 11.2308 0.4796 -1.0642
H 9.6457 1.1943 -0.6842
C -1.7808 0.0099 -9.9579
C -1.4382 1.4783 -9.8363
C -0.6263 2.0131 -10.9799
O 0.0700 3.0982 -10.3731
C 0.1926 2.7902 -9.0517
O 0.8821 3.3849 -8.2784
O -0.5723 1.7111 -8.7272
H -2.4835 -0.1629 -10.7758
H -0.8841 -0.5902 -10.1340
H -2.2244 -0.3561 -9.0289
H -2.3503 2.0650 -9.6799
H -1.2453 2.3631 -11.8072
H 0.1111 1.3003 -11.3623
C -0.1128 1.1657 5.3823
C 1.3746 1.4341 5.3183
C 2.1816 0.2863 4.7888
O 3.4526 0.5028 5.4020
C 3.2136 1.1688 6.5648
O 4.0310 1.3503 7.4218
O 1.9239 1.5989 6.6286
H -0.5424 1.0898 4.3807
H -0.3239 0.2402 5.9236
H -0.6196 1.9646 5.9222
H 1.5656 2.3552 4.7553
H 2.2675 0.3002 3.7014
H 1.8079 -0.6918 5.1050
C -3.1340 5.6854 9.4660
C -2.4100 4.3699 9.2816
C -1.1797 4.4648 8.4265
O -1.0782 3.1471 7.8979
C -2.3439 2.6421 7.8638
O -2.6551 1.6330 7.3083
O -3.2093 3.4458 8.5466
H -2.5441 6.3767 10.0718
H -3.3450 6.1567 8.5025
H -4.0985 5.5244 9.9534
H -2.1896 3.9223 10.2573
H -0.2880 4.7224 9.0001
H -1.2817 5.1652 7.5914
C 0.8051 -5.9433 6.8644
C 0.9925 -4.6015 6.1913
C 0.5508 -3.4335 7.0249
O 0.2217 -2.4637 6.0353
C -0.1447 -3.1570 4.9187
O -0.6570 -2.6693 3.9596
O 0.1506 -4.4825 5.0469
H 1.4856 -6.0562 7.7113
H -0.2211 -6.0645 7.2212
H 0.9876 -6.7541 6.1551
H 2.0306 -4.4898 5.8582
H 1.3399 -3.0645 7.6821
H -0.3446 -3.6358 7.6210